ORCA calculation (ωB97M-V/def2-TZVPD) on a 5-piece molecular cluster, C5H15N5O10 overall at a distorted geometry.

Structure (XYZ):
```
35
Properties=species:S:1:pos:R:3:forces:R:3
C 0.01179 -0.19019 -0.22315 1.3 -0.6 -1.0
N -0.53467 1.13281 0.16101 6.7 -2.8 -1.7
O 0.37546 1.86126 0.57022 -2.3 -3.3 1.3
O -1.59056 1.40263 -0.15727 -5.9 2.0 -0.7
H 0.63917 -0.27034 -1.11088 0.4 1.6 0.0
H -0.84907 -0.80010 -0.49705 1.6 1.6 0.8
H 0.51358 -0.50018 0.69349 0.9 0.2 -1.7
C -0.38820 -3.17958 0.79731 1.5 1.6 0.2
N -1.23628 -2.16426 1.50362 -2.7 -1.6 3.4
O -2.24582 -2.63926 2.13578 2.7 1.2 -2.1
O -0.91675 -0.99757 1.50469 -2.3 -2.7 3.4
H -0.37365 -2.81697 -0.23051 1.3 -0.1 1.3
H -0.79657 -4.18993 0.77434 0.5 0.4 1.6
H 0.64583 -3.07213 1.12492 -0.2 -0.2 0.6
C -0.43589 4.00500 0.27118 -1.2 2.4 -0.4
N -0.03165 4.02983 -1.20669 0.0 -1.1 0.2
O 1.16995 4.15181 -1.34179 0.2 0.3 -0.5
O -0.80767 3.79285 -2.14129 0.7 0.6 1.8
H 0.27035 3.40300 0.84294 -0.9 1.7 -0.6
H -1.44476 3.59405 0.30865 0.3 0.2 0.2
H -0.40774 5.02091 0.66520 -0.2 0.3 -0.6
C 2.68676 1.96403 0.40027 1.6 0.5 -1.1
N 3.05517 0.83979 1.32030 0.3 -1.0 1.1
O 2.79540 -0.32624 0.98878 0.0 1.5 0.0
O 3.68426 1.08829 2.34503 -0.8 0.3 -1.0
H 1.80695 2.57768 0.59384 1.9 -0.3 0.8
H 2.46892 1.48667 -0.55513 0.3 0.1 0.1
H 3.56425 2.60822 0.34435 0.1 -0.3 0.0
C -1.78118 -3.73603 -1.39852 -1.2 -1.3 0.3
N -1.53509 -2.27672 -1.49534 -1.5 -2.0 -1.0
O -0.72806 -1.96489 -2.32164 0.5 1.3 -0.7
O -2.12699 -1.55562 -0.70134 -1.7 -1.2 -1.8
H -2.85967 -3.87510 -1.47339 0.2 -0.1 0.0
H -1.38531 -4.02234 -0.42414 -1.9 -0.3 -1.6
H -1.21226 -4.38141 -2.06780 -0.1 0.8 -0.7
```
Positions in Å, forces in eV/Å.

## Properties
M = 305.2 Da
net charge = 0
structure (SMILES) = C[N+](=O)[O-].C[N+](=O)[O-].C[N+](=O)[O-].C[N+](=O)[O-].C[N+](=O)[O-]
HOMO energy = -10.3 eV
ΔE to the lowest compared entry with this formula, charge and spin = 170.2 kcal/mol
electronic energy = -1224.9433 Eh